The following is a quantum chemistry calculation of a molecular structure, C18H20ClNO11P2RuS2, from the OMol25 dataset.

As for the multiplicity: 6. As for the HOMO energy (spin up / spin down): -0.178 / -0.190 Eh. Its expectation value of S² is 8.76. For the gap between HOMO and LUMO (spin up / spin down), the calculation gives 7.18 / 6.51 eV. The energy relative to the best compared isomer or geometry (same formula, charge and spin) is 0.0 kJ/mol. Its net charge is -1.

Geometry as XYZ:
```
56
Properties=species:S:1:pos:R:3:mulliken_spin:R:1
Ru -0.13 0.56 0.45 3.841
C 1.47 2.73 3.89 -0.001
C 0.33 1.80 4.32 0.000
O 0.10 1.83 5.73 0.001
P 0.73 0.10 3.83 0.007
O 1.96 -0.25 4.81 0.003
O -0.38 -0.90 4.33 0.001
O 1.14 -0.08 2.41 0.029
P -1.20 2.33 3.40 0.016
O -2.24 1.27 4.02 0.005
O -1.53 3.74 3.66 0.011
O -0.92 1.90 1.96 0.098
H 2.40 2.47 4.41 0.000
H 1.19 3.75 4.15 0.000
H 1.63 2.67 2.82 0.001
H 0.89 1.50 6.17 0.000
H 2.62 -0.74 4.31 0.000
H -1.18 -0.82 3.77 0.001
H -3.00 1.13 3.42 0.000
C 0.18 -2.83 0.28 0.031
C -0.65 -2.35 -0.87 -0.008
C -1.38 -3.29 -1.64 -0.005
C -2.14 -2.87 -2.67 0.002
C -2.21 -1.50 -2.99 -0.009
C -3.01 -1.01 -4.04 0.022
C -3.05 0.33 -4.29 -0.009
C -2.28 1.22 -3.51 -0.019
C -1.48 0.79 -2.48 -0.021
S -0.49 1.93 -1.60 0.361
C -1.45 -0.61 -2.21 0.041
N -0.69 -1.07 -1.16 0.108
H 0.77 -3.70 -0.01 -0.001
H -0.48 -3.11 1.11 0.003
H 0.86 -2.05 0.64 -0.013
H -1.32 -4.34 -1.37 0.001
H -2.72 -3.58 -3.26 0.000
H -3.59 -1.71 -4.64 0.002
H -3.67 0.73 -5.08 0.000
H -2.32 2.29 -3.72 0.000
O -3.88 -0.12 2.28 0.004
Cl -3.01 -0.66 1.26 -0.010
O -3.57 -1.85 0.69 0.004
O -1.69 -0.98 1.85 0.051
O -2.76 0.33 0.23 0.030
S 2.33 0.35 -0.01 0.387
C 2.94 0.41 -1.66 -0.021
C 3.75 -0.65 -2.10 0.020
C 4.32 -0.64 -3.36 -0.015
C 4.10 0.43 -4.22 0.028
C 3.31 1.49 -3.79 -0.019
C 2.74 1.49 -2.53 0.045
H 3.92 -1.48 -1.42 -0.003
H 4.94 -1.47 -3.68 -0.001
H 4.54 0.44 -5.21 0.003
H 3.14 2.34 -4.45 -0.001
H 2.12 2.31 -2.21 0.003
```



The following is a quantum chemistry calculation of a molecular structure, C4H13N3, from the OMol25 dataset.

As for the multiplicity: 1. As for the HOMO energy (spin up / spin down): -0.197 / -0.197 Eh. For the gap between HOMO and LUMO (spin up / spin down), the calculation gives 6.02 / 6.02 eV. The energy relative to the best compared isomer or geometry (same formula, charge and spin) is 328.7 kJ/mol. Its net charge is 0.

Geometry as XYZ:
```
20
Properties=species:S:1:pos:R:3:lowdin_charge:R:1
C 0.84 1.13 -0.80 -0.424
C -0.35 -0.72 0.40 -0.496
C -1.78 -0.28 0.16 -0.117
C -0.17 -2.23 0.37 -0.120
N 0.65 -0.08 -0.32 0.074
N 2.07 1.46 -1.40 0.094
N -0.07 2.19 -0.68 0.133
H 1.48 -0.66 -0.39 0.149
H -0.02 -0.27 2.35 -0.014
H 0.13 -0.06 3.13 0.014
H 2.31 2.43 -1.24 0.084
H 2.83 0.87 -1.09 0.085
H -0.11 2.75 -1.53 0.096
H -0.99 1.88 -0.41 0.057
H -2.02 -0.19 -0.91 0.071
H -2.01 0.66 0.66 0.053
H -2.44 -1.03 0.58 0.069
H -0.80 -2.69 1.13 0.065
H 0.86 -2.50 0.60 0.061
H -0.43 -2.67 -0.60 0.065
```



The following is a quantum chemistry calculation of C3H9NO in the gas phase, from the OMol25 dataset.

As for the multiplicity: 1. As for the HOMO energy: -0.335 Eh. For the gap between HOMO and LUMO, the calculation gives 10.21 eV. The energy relative to the best compared isomer or geometry (same formula, charge and spin) is 90.5 kJ/mol. As for the SMILES: CC[C@@H](N)O. Its net charge is 0.

Geometry as XYZ:
```
14
Properties=species:S:1:pos:R:3:lowdin_charge:R:1
C 1.68 -0.71 -0.03 -0.122
C 0.28 -0.53 0.53 -0.191
C -0.62 0.47 -0.43 -0.516
N -1.99 0.39 -0.08 0.047
O -0.13 1.75 -0.24 -0.038
H 2.19 0.25 -0.09 0.070
H 1.64 -1.14 -1.03 0.070
H 2.27 -1.40 0.59 0.067
H 0.31 -0.17 1.57 0.101
H -0.24 -1.49 0.57 0.094
H -0.40 0.18 -1.47 0.136
H -2.55 1.20 -0.32 0.080
H -2.42 -0.50 -0.32 0.077
H -0.03 1.70 0.76 0.124
```



The following is a quantum chemistry calculation of a gas-phase ion, C6H8N (charge +1), from the OMol25 dataset.

As for the multiplicity: 1. As for the HOMO energy (spin up / spin down): -0.563 / -0.580 Eh. For the gap between HOMO and LUMO (spin up / spin down), the calculation gives 7.49 / 7.75 eV. The energy relative to the best compared isomer or geometry (same formula, charge and spin) is 857.2 kJ/mol. Its net charge is +1.

Geometry as XYZ:
```
15
Properties=species:S:1:pos:R:3:lowdin_charge:R:1
C 0.88 3.27 0.17 0.283
C 0.85 2.07 -0.08 -0.182
C 0.34 0.72 -2.57 0.195
C -0.09 0.43 -1.36 -0.153
C 0.18 -1.21 1.24 -0.051
C -0.21 0.24 1.28 -0.001
N 0.32 0.92 -0.20 -0.002
H -0.13 0.25 -3.47 0.130
H 1.14 1.43 -2.67 0.098
H -0.77 -0.45 -1.07 0.154
H -0.32 -1.71 0.31 0.118
H 1.19 -1.30 1.21 0.053
H -0.24 -1.71 2.12 0.111
H 0.22 0.84 1.96 0.076
H -1.31 0.47 1.06 0.170
```



The following is a quantum chemistry calculation of 2 unconnected molecules or ions with the total composition C7H9N4O2S, from the OMol25 dataset.

As for the multiplicity: 1. As for the HOMO energy: -0.103 Eh. For the gap between HOMO and LUMO, the calculation gives 6.05 eV. The energy relative to the best compared isomer or geometry (same formula, charge and spin) is 2.7 kJ/mol. Its net charge is -1.

Geometry as XYZ:
```
23
Properties=species:S:1:pos:R:3:lowdin_charge:R:1
C -1.65 1.49 -1.75 -0.323
C 0.37 2.04 -2.36 -0.481
C -3.91 -0.12 -0.85 -0.762
C -2.45 -0.40 1.05 -0.590
C 1.71 2.05 -2.99 -0.070
C 0.39 -2.56 0.73 -0.076
C -0.31 -1.26 1.08 -0.267
N -0.66 1.29 -2.63 -0.002
N -1.23 2.39 -0.89 -0.090
N -3.48 -0.11 0.29 0.144
N 0.00 2.82 -1.27 -0.045
O -2.41 -0.22 2.24 0.078
O -1.41 -0.89 0.32 -0.003
S -4.97 -0.05 -1.99 0.669
H 2.23 3.01 -2.72 0.065
H 2.36 1.15 -2.62 0.097
H 1.75 1.98 -4.04 0.034
H 0.83 -2.49 -0.27 0.077
H 1.20 -2.69 1.37 0.047
H -0.29 -3.35 0.62 0.060
H 0.33 -0.36 1.20 0.134
H -0.66 -1.49 2.22 0.152
H 0.72 3.39 -0.70 0.152
```



The following is a quantum chemistry calculation of a gas-phase ion, C8H13ClNS (charge +1), from the OMol25 dataset.

As for the multiplicity: 1. As for the HOMO energy: -0.461 Eh. For the gap between HOMO and LUMO, the calculation gives 8.36 eV. The energy relative to the best compared isomer or geometry (same formula, charge and spin) is 45.1 kJ/mol. Its net charge is +1.

Geometry as XYZ:
```
24
Properties=species:S:1:pos:R:3:lowdin_charge:R:1
C 0.47 -0.75 2.82 -0.130
C 1.73 -1.38 2.46 -0.197
C -0.53 -0.23 2.11 -0.085
C 1.94 -2.08 1.30 -0.507
C -0.62 -0.01 0.59 -0.148
C 0.38 0.83 -0.16 -0.592
C -2.21 1.29 -3.09 -0.116
C -1.03 0.38 -2.84 -0.409
N 1.34 1.43 0.49 0.155
S 0.41 1.09 -1.84 1.079
Cl 3.52 -2.81 1.07 0.617
H 0.38 -1.09 3.86 0.131
H 2.64 -1.03 3.01 0.120
H -1.44 0.21 2.51 0.110
H -0.65 -1.01 0.27 0.101
H -1.68 0.46 0.52 0.165
H -2.09 1.95 -2.29 0.045
H -2.10 1.88 -3.95 0.069
H -3.16 0.79 -3.06 0.086
H -0.70 0.05 -3.79 0.071
H -1.33 -0.52 -2.26 0.086
H 1.16 -2.39 0.66 0.053
H 1.48 1.16 1.58 0.207
H 2.11 1.78 0.03 0.088
```



The following is a quantum chemistry calculation of a molecular structure, C29H26BN6O5S3Ta, from the OMol25 dataset.

As for the multiplicity: 1. As for the HOMO energy: -0.296 Eh. For the gap between HOMO and LUMO, the calculation gives 7.22 eV. The energy relative to the best compared isomer or geometry (same formula, charge and spin) is 0.0 kJ/mol. Its net charge is 0.

Geometry as XYZ:
```
71
Properties=species:S:1:pos:R:3:lowdin_charge:R:1
Ta 0.10 0.34 0.22 1.404
O -3.89 0.26 -3.83 0.066
C -3.84 1.53 -3.38 -0.266
C -4.74 2.44 -3.92 -0.011
C -4.74 3.76 -3.51 -0.075
C -3.83 4.20 -2.54 -0.085
C -2.94 3.30 -2.00 -0.024
C -2.92 1.96 -2.41 -0.094
C -1.98 1.04 -1.77 -0.436
O -1.24 1.51 -0.80 -0.383
N -1.92 -0.19 -2.14 0.072
N -0.97 -0.89 -1.39 -0.133
C -0.83 -2.11 -1.74 -0.038
C 0.07 -3.06 -1.12 -0.138
C 0.14 -4.36 -1.62 -0.031
C 0.99 -5.29 -1.05 -0.082
C 1.78 -4.91 0.03 -0.061
C 1.73 -3.62 0.53 0.014
C 0.88 -2.69 -0.04 -0.299
O 0.85 -1.45 0.45 -0.297
H -3.19 -0.25 -3.37 0.068
H -5.44 2.09 -4.67 0.119
H -5.45 4.45 -3.94 0.105
H -3.83 5.23 -2.23 0.101
H -2.23 3.62 -1.25 0.117
H -1.45 -2.47 -2.56 0.141
H -0.49 -4.64 -2.46 0.115
H 1.04 -6.29 -1.44 0.103
H 2.46 -5.63 0.48 0.108
H 2.35 -3.32 1.37 0.127
C 2.40 3.45 2.39 -0.019
N 1.59 2.68 3.32 -0.110
C 2.01 2.29 4.57 -0.030
C 1.01 1.55 5.10 -0.047
N -0.01 1.48 4.17 0.024
B -1.30 0.62 4.54 -0.423
N -2.47 0.94 3.57 -0.030
C -3.43 1.90 3.80 -0.048
C -4.25 1.93 2.73 -0.033
N -3.79 0.99 1.84 -0.100
C -4.40 0.69 0.56 -0.003
C -2.69 0.41 2.36 -0.718
S -1.74 -0.82 1.60 0.698
C 0.37 2.17 3.09 -0.617
S -0.52 2.40 1.61 0.735
H 3.36 2.96 2.27 0.091
H 2.53 4.46 2.77 0.097
H 1.89 3.48 1.43 0.061
H 2.97 2.56 4.95 0.129
H 0.93 1.06 6.05 0.125
H -1.64 0.98 5.64 0.075
H -1.02 -0.54 4.49 0.066
H -3.44 2.46 4.71 0.125
H -5.13 2.53 2.52 0.125
H -4.35 1.57 -0.09 0.092
H -5.44 0.41 0.71 0.102
H -3.86 -0.12 0.09 0.060
O 3.73 0.37 2.15 0.094
C 3.04 0.32 1.15 -0.531
O 1.78 0.75 1.18 -0.310
C 3.56 -0.19 -0.15 -0.156
C 4.74 -0.92 -0.08 -0.019
C 5.34 -1.43 -1.22 -0.075
C 4.75 -1.20 -2.46 -0.078
C 3.59 -0.47 -2.54 -0.124
C 2.96 0.04 -1.40 -0.553
S 1.48 0.96 -1.70 0.699
H 5.18 -1.07 0.89 0.119
H 6.25 -2.01 -1.14 0.103
H 5.21 -1.59 -3.36 0.105
H 3.13 -0.29 -3.51 0.095
```



Maximum force
In order: 0.66, 1.47, 2.95, 6.36, 4.51, 5.44, 0.18
Unit: eV/Å